# 1
C10H8O2 in the gas phase in a non-equilibrium geometry. Source: OMol25; level of theory: wB97M-V/def2-TZVPD.

Computed properties:
**SMILES string**: CC1C(=O)c2ccccc2C1=O
**Relative energy (zero: lowest compared OMol25 entry of this formula, charge and spin)**: 80.1 kcal/mol

Each line ends with the Löwdin charge.
CARTESIAN COORDINATES (ANGSTROEM)
1 C 0.37 2.83 1.01  -0.05
2 C 0.01 1.82 -0.08  -0.23
3 C -1.12 0.82 0.43  -0.24
4 C -0.80 -0.51 -0.04  -0.17
5 C -1.47 -1.57 0.22  0.05
6 C -0.74 -2.76 -0.30  -0.05
7 C 0.48 -2.69 -0.75  -0.09
8 C 1.25 -1.55 -0.89  0.09
9 C 0.49 -0.42 -0.60  -0.10
10 C 1.04 0.88 -0.69  -0.34
11 H -0.41 3.50 1.17  0.04
12 H 0.49 2.14 1.95  0.12
13 H 1.44 3.17 0.51  0.15
14 H -0.71 2.48 -0.79  0.20
15 H -2.44 -1.80 0.76  0.16
16 H -1.27 -3.67 -0.46  0.10
17 H 0.80 -3.69 -0.81  0.10
18 H 2.23 -1.40 -1.06  0.09
19 O -1.87 1.34 1.31  0.05
20 O 2.21 1.08 -0.88  0.13

# 2
7 unconnected molecules or ions with the total composition C18H34N4O3S3 in a non-equilibrium geometry. Source: OMol25; level of theory: wB97M-V/def2-TZVPD.

Each line ends with the Löwdin charge.
CARTESIAN COORDINATES (ANGSTROEM)
1 C 14.94 18.91 0.36  -0.26
2 S 15.45 17.91 1.78  0.80
3 O 14.29 17.05 2.13  -0.55
4 C 16.60 16.90 0.84  -0.27
5 H 14.39 19.77 0.74  0.05
6 H 14.32 18.25 -0.24  0.06
7 H 15.86 19.19 -0.15  0.01
8 H 16.12 16.57 -0.09  0.06
9 H 16.85 16.01 1.41  0.05
10 H 17.46 17.54 0.59  0.02
11 C 18.20 20.54 -3.83  -0.25
12 S 17.88 19.05 -2.87  0.84
13 O 17.90 19.48 -1.43  -0.59
14 C 16.13 18.95 -3.29  -0.26
15 H 17.96 21.37 -3.16  0.06
16 H 17.61 20.52 -4.75  0.05
17 H 19.27 20.62 -4.04  0.04
18 H 16.02 18.67 -4.34  0.06
19 H 15.71 19.94 -3.11  0.06
20 H 15.65 18.20 -2.67  0.04
21 C 19.55 22.66 7.10  -0.28
22 S 17.88 23.31 6.92  0.80
23 O 17.27 23.40 8.27  -0.56
24 C 18.39 24.97 6.46  -0.27
25 H 19.97 22.61 6.10  0.02
26 H 19.51 21.70 7.59  0.05
27 H 20.14 23.38 7.68  0.05
28 H 18.24 25.65 7.30  0.06
29 H 17.78 25.37 5.65  0.04
30 H 19.43 24.96 6.13  0.04
31 C 20.82 22.01 -1.51  -0.08
32 C 21.44 22.36 -2.79  -0.29
33 N 21.94 22.62 -3.79  0.13
34 H 20.56 20.95 -1.55  0.06
35 H 19.98 22.65 -1.29  0.09
36 H 21.64 22.21 -0.81  0.07
37 C 19.20 20.45 1.18  -0.07
38 C 19.35 21.17 2.42  -0.25
39 N 19.45 21.72 3.42  0.15
40 H 19.04 19.40 1.44  0.07
41 H 20.10 20.46 0.56  0.06
42 H 18.44 20.86 0.52  0.07
43 N 21.36 17.22 0.38  0.00
44 C 20.42 16.72 1.24  -0.15
45 C 19.96 15.56 0.68  -0.12
46 C 20.65 15.36 -0.55  -0.11
47 C 21.50 16.40 -0.70  -0.14
48 H 21.90 18.06 0.53  0.14
49 H 20.09 17.24 2.12  0.11
50 H 19.19 14.91 1.05  0.09
51 H 20.49 14.57 -1.26  0.09
52 H 22.16 16.67 -1.52  0.11
53 N 22.91 23.64 1.55  0.01
54 C 21.58 23.98 1.68  -0.14
55 C 21.21 24.62 0.53  -0.12
56 C 22.36 24.70 -0.31  -0.13
57 C 23.40 24.14 0.37  -0.14
58 H 23.51 23.32 2.29  0.14
59 H 21.01 23.61 2.51  0.08
60 H 20.23 25.01 0.28  0.10
61 H 22.40 25.16 -1.29  0.10
62 H 24.43 24.01 0.09  0.11

# 3
9 unconnected molecules or ions with the total composition C22H60O9S7 in a non-equilibrium geometry. Source: OMol25; level of theory: wB97M-V/def2-TZVPD.

Computed properties:
**Charge**: -2

Each line ends with the Löwdin charge.
CARTESIAN COORDINATES (ANGSTROEM)
1 O -2.04 0.47 -3.65  -0.44
2 C -1.90 0.41 -2.24  -0.49
3 C -1.29 -0.73 -1.30  -0.52
4 O -0.19 -1.44 -1.78  -0.42
5 H -2.83 0.78 -1.80  0.03
6 H -1.32 1.31 -2.01  0.02
7 H -2.09 -1.40 -0.97  0.02
8 H -1.15 -0.39 -0.28  0.02
9 C 0.44 5.11 1.96  -0.26
10 S 0.74 6.96 1.93  0.84
11 O 2.28 7.12 2.00  -0.64
12 C 0.46 7.11 0.04  -0.26
13 H 1.33 4.52 1.73  0.06
14 H -0.43 4.89 1.33  0.04
15 H 0.17 5.01 3.01  0.02
16 H 0.91 6.37 -0.63  0.06
17 H 0.88 8.07 -0.24  0.03
18 H -0.62 7.22 -0.03  0.03
19 C -6.04 -5.41 -2.71  -0.25
20 S -4.62 -6.06 -3.77  0.79
21 O -3.84 -4.91 -4.28  -0.53
22 C -3.47 -6.76 -2.52  -0.26
23 H -6.44 -6.24 -2.12  0.02
24 H -6.87 -4.92 -3.22  0.04
25 H -5.66 -4.76 -1.92  0.05
26 H -2.92 -5.94 -2.05  0.06
27 H -2.69 -7.36 -3.01  0.04
28 H -3.83 -7.52 -1.83  0.04
29 C 3.03 3.84 -5.36  -0.27
30 S 4.46 2.96 -6.07  0.79
31 O 3.89 1.63 -6.43  -0.55
32 C 4.74 3.93 -7.62  -0.26
33 H 2.95 3.49 -4.32  0.05
34 H 2.15 3.69 -5.99  0.06
35 H 3.09 4.91 -5.18  0.04
36 H 4.22 3.39 -8.41  0.04
37 H 5.79 3.95 -7.91  0.03
38 H 4.29 4.91 -7.50  0.03
39 C 4.24 -6.71 -2.51  -0.25
40 S 3.04 -7.79 -3.45  0.83
41 O 2.28 -6.83 -4.38  -0.56
42 C 4.35 -8.54 -4.46  -0.30
43 H 3.80 -5.87 -1.97  0.06
44 H 4.90 -6.23 -3.23  0.04
45 H 4.85 -7.35 -1.87  0.04
46 H 5.05 -7.77 -4.77  0.05
47 H 3.93 -8.97 -5.37  0.05
48 H 4.83 -9.37 -3.93  0.04
49 C 0.03 -6.93 3.23  -0.27
50 S 0.36 -6.15 4.88  0.84
51 O 1.51 -6.95 5.50  -0.62
52 C 1.13 -4.60 4.04  -0.24
53 H 0.73 -6.66 2.44  0.05
54 H -1.01 -6.83 2.93  0.05
55 H 0.22 -8.00 3.37  0.04
56 H 2.10 -4.79 3.58  0.05
57 H 1.27 -3.75 4.72  0.03
58 H 0.44 -4.23 3.29  0.05
59 C 5.87 -0.23 1.62  -0.24
60 S 7.18 -1.36 0.83  0.80
61 O 6.80 -2.77 1.17  -0.57
62 C 6.54 -1.00 -0.80  -0.30
63 H 5.85 -0.52 2.67  0.03
64 H 4.88 -0.47 1.23  0.05
65 H 5.94 0.85 1.47  0.05
66 H 6.81 -1.86 -1.42  0.05
67 H 6.82 -0.06 -1.26  0.06
68 H 5.46 -1.07 -0.80  0.06
69 C -5.71 9.85 -4.79  -0.26
70 S -3.94 9.29 -5.14  0.84
71 O -3.10 10.07 -4.12  -0.58
72 C -4.30 7.54 -4.62  -0.27
73 H -5.39 10.82 -5.19  0.01
74 H -5.99 9.82 -3.74  0.05
75 H -6.59 9.57 -5.37  0.05
76 H -4.54 7.46 -3.56  0.05
77 H -3.41 6.90 -4.64  0.05
78 H -5.24 7.16 -5.00  0.05
79 C -4.30 -0.08 4.87  -0.09
80 C -4.22 -0.11 6.48  -0.23
81 C -3.36 0.96 7.20  -0.24
82 C -1.90 0.71 6.99  -0.27
83 C -1.11 1.76 7.69  -0.29
84 C 0.41 1.62 7.54  -0.12
85 H -5.12 0.60 4.66  0.05
86 H -4.53 -1.00 4.34  0.06
87 H -3.44 0.38 4.37  0.06
88 H -5.22 -0.23 6.91  0.08
89 H -3.85 -1.10 6.74  0.08
90 H -3.56 1.04 8.27  0.11
91 H -3.59 1.95 6.82  0.11
92 H -1.72 -0.28 7.40  0.12
93 H -1.64 0.52 5.95  0.12
94 H -1.39 2.71 7.24  0.11
95 H -1.28 1.91 8.76  0.10
96 H 0.83 0.69 7.91  0.07
97 H 0.52 1.59 6.46  0.07
98 H 0.90 2.50 7.96  0.06

Values of E_HOMO, in order: -9.46; -8.60; 1.79, all in eV.
Values of LUMO, in order: -0.020; 0.004; 0.115, all in Eh.